Below is C23H24N2O4S in the gas phase in a non-equilibrium geometry, with properties calculated with ωB97M-V/def2-TZVPD.

Energy relative to the best compared isomer or geometry (same formula, charge and spin) (kcal per mole): 42.02
Calculated total energy (Ha): -1699.4993
HOMO (eV): -8.60
HOMO-LUMO gap (Eh): 0.3271
LUMO level (Ha): 0.0110
SMILES: COc1ccccc1N(C)S(=O)(=O)c1ccc(C(=O)N[C@@H](C)c2ccccc2)cc1

ORCA input file:
```
! wB97M-V def2-TZVPD RIJCOSX def2/J DEFGRID3
* xyz 0 1
C -7.5264 1.0690 -1.0176
O -6.1409 1.0427 -0.7689
C -5.5150 -0.1634 -0.6815
C -6.1290 -1.3840 -0.9319
C -5.4264 -2.5700 -0.7947
C -4.0993 -2.5550 -0.4141
C -3.4713 -1.3431 -0.1803
C -4.1570 -0.1461 -0.3106
N -3.4954 1.0552 -0.0049
C -3.4269 2.1442 -0.9462
S -2.9947 1.2710 1.5653
O -2.9139 2.6815 1.8125
O -3.7925 0.4485 2.4226
C -1.3182 0.6243 1.5563
C -1.0219 -0.5391 2.2409
C 0.2692 -1.0343 2.2052
C 1.2533 -0.3755 1.4727
C 2.6361 -0.9537 1.4770
O 3.0950 -1.5263 2.4446
N 3.3080 -0.8031 0.3147
C 4.6753 -1.2529 0.1302
C 4.7438 -2.3393 -0.9453
C 5.5695 -0.0830 -0.2124
C 6.6646 0.2208 0.5845
C 7.4886 1.2883 0.2727
C 7.2234 2.0690 -0.8389
C 6.1309 1.7765 -1.6374
C 5.3106 0.7071 -1.3263
C 0.9439 0.8085 0.8078
C -0.3457 1.3099 0.8541
H -7.8109 2.1191 -0.9710
H -8.0806 0.5108 -0.2577
H -7.7654 0.6738 -2.0107
H -7.1686 -1.4228 -1.2163
H -5.9294 -3.5064 -0.9828
H -3.5514 -3.4774 -0.3004
H -2.4334 -1.3134 0.1136
H -2.6860 1.9307 -1.7241
H -4.3970 2.3237 -1.4084
H -3.1326 3.0281 -0.3851
H -1.8088 -1.0290 2.7925
H 0.5383 -1.9313 2.7419
H 2.8594 -0.3549 -0.4675
H 4.9756 -1.6759 1.0943
H 5.7684 -2.6852 -1.0525
H 4.1158 -3.1812 -0.6646
H 4.4074 -1.9546 -1.9056
H 6.8709 -0.3831 1.4559
H 8.3378 1.5125 0.9009
H 7.8639 2.9036 -1.0822
H 5.9176 2.3825 -2.5059
H 4.4650 0.4874 -1.9637
H 1.7114 1.3598 0.2835
H -0.6050 2.2357 0.3658
*
```